A 2-piece molecular cluster, C6H11O4S overall in a non-equilibrium geometry, computed with ωB97M-V/def2-TZVPD.

Geometry as XYZ:
```
22
Properties=species:S:1:pos:R:3:forces:R:3:nbo_charge:R:1
C 0.75935 0.01030 -1.45159 -1.07 1.33 -0.86 -0.43
C 1.29354 1.14680 -0.65868 1.96 0.41 1.04 -0.16
C 0.22516 -0.51558 -0.08143 0.07 -1.78 -0.92 -0.07
C 0.95647 0.65969 0.54331 -0.58 -0.39 -0.42 -0.28
C -1.30233 -0.54730 0.08421 -0.69 2.11 -0.11 -0.62
C 0.92158 -1.87687 0.15443 1.88 0.22 -4.33 -0.60
O 1.91552 -0.20509 2.80437 -1.60 0.87 -0.79 -0.99
O 1.59324 2.19619 2.60306 -1.28 -1.24 -0.51 -1.00
O -0.43925 0.68810 2.63114 1.75 0.15 0.19 -1.01
O -0.61730 3.32063 1.51795 0.32 -0.49 0.85 -1.03
S 0.99782 0.85109 2.30672 1.45 0.05 1.03 2.37
H 0.06144 0.40935 -2.20683 -0.42 -0.51 0.27 0.19
H 1.47567 -0.58560 -2.01425 0.20 -0.27 0.33 0.19
H 1.97933 1.93155 -0.96993 -0.35 0.22 0.19 0.19
H 0.25846 2.95802 1.95790 -2.13 0.88 -0.64 0.50
H -1.74434 0.46613 -0.33029 0.91 -1.76 0.88 0.21
H -1.58922 -0.57850 1.17737 0.27 -0.29 -1.37 0.26
H -1.75948 -1.32125 -0.54467 0.12 -0.14 0.39 0.19
H 0.94722 -2.11951 1.14228 -0.28 -1.31 2.69 0.23
H 2.02650 -1.84509 -0.19001 -1.29 0.74 0.96 0.20
H 0.67817 -2.68084 -0.62510 -0.87 0.79 1.49 0.19
H -1.39292 2.83820 1.90265 1.61 0.39 -0.35 0.47
```
Positions in Å, forces in eV/Å.

Calculated total energy   -25425.49899 eV
Charge   -1
Molar mass   179.2 g mol⁻¹
Relative energy (zero: lowest compared OMol25 entry of this formula, charge and spin)   38.5 kJ/mol
HOMO energy   -5.75 eV
HOMO-LUMO gap   0.3383 Ha

---

C44H47FeN6P2SSi as an isolated structure, computed with ωB97M-V/def2-TZVPD.

Geometry as XYZ:
```
102
Properties=species:S:1:pos:R:3:forces:R:3:lowdin_spin:R:1
Fe 0.19902 -0.05785 -0.15346 0.02 -0.12 -0.54 1.99
C 0.18730 0.84773 3.54164 0.02 0.00 0.03 0.00
C 1.30377 -0.17316 3.34815 0.06 0.01 -0.03 0.00
P 1.69039 -0.57078 1.58498 0.18 -0.01 0.20 0.00
C 3.12680 0.52488 1.27499 -0.01 -0.04 -0.01 0.00
C 4.43742 0.21326 1.62907 0.03 0.00 0.00 0.00
C 5.46974 1.09477 1.34367 0.00 0.00 0.02 0.00
C 5.20580 2.29849 0.70483 -0.02 -0.01 0.00 0.00
C 3.90475 2.61720 0.34579 0.01 0.01 0.00 0.00
C 2.87452 1.73214 0.62611 0.01 0.00 -0.03 0.01
C 2.38142 -2.25597 1.73580 0.01 -0.02 0.02 0.00
C 2.09159 -3.21207 0.76419 0.01 0.02 -0.03 0.00
C 2.56473 -4.50892 0.88176 0.00 0.01 0.01 0.00
C 3.32435 -4.87396 1.98489 0.00 -0.01 0.01 0.00
C 3.60395 -3.93826 2.96922 -0.01 0.01 0.00 0.00
C 3.13262 -2.63853 2.84595 0.01 0.01 0.00 0.00
C -1.15999 0.28043 3.08908 0.03 0.03 0.06 -0.01
P -1.42822 0.54864 1.29832 -0.20 0.03 0.11 -0.04
C -1.94885 2.30077 1.36034 -0.11 -0.02 0.04 0.00
C -1.07233 3.33051 1.03667 0.06 0.01 0.01 0.00
C -1.45526 4.65565 1.18275 0.00 -0.02 0.02 0.00
C -2.72843 4.96547 1.63877 0.01 0.01 0.06 0.00
C -3.61294 3.94546 1.95955 0.02 0.01 0.05 0.00
C -3.22203 2.62133 1.82822 0.00 0.01 0.00 0.00
C -2.99727 -0.33433 0.97558 0.01 -0.08 0.15 -0.01
C -3.63998 -0.17492 -0.25104 0.01 0.01 -0.04 0.00
C -4.80227 -0.87386 -0.53335 0.00 0.01 -0.01 0.00
C -5.34156 -1.74626 0.40329 0.01 -0.01 0.01 0.00
C -4.71406 -1.90699 1.62896 -0.01 0.00 0.01 0.00
C -3.54990 -1.20399 1.91449 -0.03 0.04 -0.02 0.00
H 0.42562 1.78559 3.02883 -0.03 0.00 -0.03 0.00
H 0.13276 1.09740 4.60278 0.01 0.00 0.00 0.00
H 1.03273 -1.10688 3.84510 -0.02 -0.01 -0.04 0.00
H 2.23269 0.18332 3.79816 -0.02 -0.02 0.03 0.00
H 4.66600 -0.72833 2.11084 0.00 0.00 0.00 0.00
H 6.48444 0.83842 1.61911 0.00 0.00 0.00 0.00
H 6.01383 2.98213 0.48139 0.01 0.01 0.00 0.00
H 3.69105 3.54735 -0.16416 0.00 0.01 0.00 0.00
H 1.86785 1.97396 0.30137 -0.05 0.02 0.01 0.01
H 1.46605 -2.94464 -0.07986 0.02 0.02 -0.01 0.00
H 2.33169 -5.23871 0.11700 0.00 0.00 0.00 0.00
H 3.69090 -5.88740 2.08149 0.00 0.00 0.00 0.00
H 4.18752 -4.21803 3.83626 0.00 0.00 0.00 0.00
H 3.35338 -1.92534 3.63058 -0.01 0.00 0.01 0.00
H -1.98894 0.73954 3.63099 0.02 0.03 -0.03 0.00
H -1.17313 -0.78989 3.28572 -0.01 -0.01 0.02 0.00
H -0.09460 3.09970 0.63640 0.03 -0.01 0.01 0.00
H -0.76093 5.44596 0.92857 0.00 0.01 0.00 0.00
H -3.03214 5.99889 1.74120 0.00 0.01 0.00 0.00
H -4.60912 4.17949 2.31111 -0.01 0.00 0.00 0.00
H -3.92252 1.83371 2.08004 0.00 0.00 0.00 0.00
H -3.21817 0.49490 -0.98776 0.03 0.05 -0.05 0.00
H -5.29316 -0.73302 -1.48801 0.01 0.00 -0.01 0.00
H -6.25384 -2.28559 0.18358 -0.01 0.00 0.00 0.00
H -5.13640 -2.56757 2.37572 0.00 -0.01 0.00 0.00
H -3.08671 -1.34069 2.88130 0.00 -0.02 0.00 0.00
N -1.86707 -4.54530 1.57737 0.06 0.01 0.06 0.00
C -1.50005 -4.64476 2.89650 -0.02 -0.02 -0.02 0.00
C -0.72431 -3.55243 3.14028 -0.01 0.03 -0.04 0.00
N -0.61309 -2.78530 2.00857 -0.05 0.02 0.06 0.00
C -1.30544 -3.40468 1.08755 -0.02 0.02 -0.11 0.00
C -1.45931 -2.95038 -0.28860 -0.09 -0.08 0.14 0.01
N -0.94941 -1.85231 -0.80298 0.12 0.00 -0.09 0.03
C -1.36363 -1.81450 -2.11617 0.02 -0.03 0.03 0.00
C -2.12611 -2.90215 -2.39174 -0.02 -0.02 0.03 0.00
N -2.17906 -3.62139 -1.22123 0.02 0.08 -0.06 0.00
H -2.45938 -5.19904 1.09727 -0.01 0.01 0.00 0.00
H -1.81310 -5.46439 3.51767 0.00 -0.01 0.01 0.00
H -0.23564 -3.27917 4.06072 0.01 0.00 0.02 0.00
H -1.11160 -0.98815 -2.75591 0.03 0.01 -0.02 0.00
H -2.63203 -3.22124 -3.28444 0.00 0.00 -0.01 0.00
H -2.68403 -4.48036 -1.09723 -0.01 0.00 0.01 0.00
N 5.77711 -1.09873 -4.64767 0.04 -0.10 0.08 0.19
C 4.60818 -0.39435 -4.77299 -0.09 0.14 -0.15 0.38
S 4.41956 0.51676 -6.23877 0.02 -0.08 0.06 0.93
C 3.62619 -0.38287 -3.76542 0.07 0.01 -0.01 0.09
C 2.36873 0.23778 -3.93947 -0.03 -0.03 0.04 0.11
C 1.44980 0.24507 -2.92367 0.02 -0.01 0.00 0.02
N 1.64697 -0.32177 -1.70973 -0.03 0.05 0.02 0.13
C 2.84155 -0.92709 -1.55267 0.00 0.02 -0.02 0.01
C 3.82885 -0.98392 -2.50200 -0.03 -0.02 0.05 0.09
H 6.42421 -1.10579 -5.41852 0.01 0.07 0.00 0.01
H 5.74558 -1.95957 -4.12350 -0.01 -0.03 -0.03 0.01
H 2.09970 0.70688 -4.87677 0.01 0.00 -0.02 0.02
H 0.50365 0.74452 -3.06396 0.01 0.00 0.01 0.00
H 3.03524 -1.39100 -0.60164 0.00 0.00 0.09 0.00
H 4.76056 -1.46071 -2.23108 0.02 0.01 -0.03 0.01
C -3.75586 3.82790 -1.77774 0.01 -0.02 0.03 0.00
Si -2.21641 3.45650 -2.76810 -0.07 0.00 0.01 0.01
C -1.11276 4.95898 -2.82365 0.03 0.02 0.01 0.00
C -2.66941 2.89114 -4.49024 -0.01 -0.02 -0.01 0.00
C -1.29921 2.10228 -1.93192 0.03 -0.05 -0.03 0.03
C -0.70792 1.25998 -1.27266 -0.13 0.09 0.03 -0.02
H -4.28992 4.68534 -2.19280 0.00 0.02 -0.02 0.00
H -3.50064 4.05675 -0.73987 -0.03 -0.03 -0.11 0.00
H -4.44275 2.97886 -1.77718 0.00 -0.03 0.02 0.00
H -1.61511 5.80112 -3.30372 -0.01 0.00 -0.01 0.00
H -0.19267 4.75357 -3.37312 0.02 0.00 0.00 0.00
H -0.84275 5.26094 -1.80990 0.02 0.02 0.00 0.00
H -3.24060 3.65302 -5.02425 0.00 0.01 0.01 0.00
H -3.27998 1.98684 -4.44239 0.00 -0.01 -0.02 0.00
H -1.77857 2.66596 -5.07913 0.01 -0.01 -0.01 0.00
```
Positions in Å, forces in eV/Å.

Calculated total energy   -127004.42394 eV
Charge   +1
Expectation value of S²   6.058
Molar mass   837.8 g mol⁻¹
HOMO energy (alpha / beta)   -8.77 / -10.27 eV
HOMO-LUMO gap (alpha / beta)   0.2547 / 0.2003 Ha
Multiplicity   5